# 1
Here is a molecular structure, C39H40AsBIN8PV from the OMol25 dataset. Energies are from ωB97M-V/def2-TZVPD.

Positions of all 92 atoms, in Å:
V1 2.02674 -0.17737 -0.41518
C1 -1.15103 -2.00441 -2.77102
C2 -0.27664 -0.96971 -2.43218
N1 0.52673 -1.34611 -1.44100
N2 0.18905 -2.60722 -1.11997
C3 -0.81117 -3.02672 -1.90935
B1 1.01772 -3.48759 -0.16890
N3 1.30753 -2.75145 1.16502
C4 1.07963 -3.21357 2.40466
C5 1.48352 -2.25602 3.31420
C6 1.95350 -1.20467 2.52321
N4 1.84545 -1.51916 1.23434
N5 2.35609 -3.84936 -0.85985
C7 3.37241 -4.56826 -0.33846
C8 4.28842 -4.80101 -1.33863
C9 3.72150 -4.18022 -2.46418
N6 2.55891 -3.61313 -2.17143
H1 -1.91504 -2.00672 -3.52844
H2 -0.20621 0.02374 -2.84733
H3 -1.20104 -4.02547 -1.80779
H4 0.37727 -4.47105 0.10629
H5 0.65058 -4.19011 2.55221
H6 1.44557 -2.31081 4.38781
H7 2.35816 -0.24525 2.80479
H8 3.36916 -4.86855 0.69752
H9 5.21889 -5.33799 -1.26923
H10 4.10885 -4.12251 -3.46994
C10 -1.90571 5.04812 2.95050
C11 -1.78901 5.30265 1.59166
C12 -1.10084 4.42005 0.76996
C13 -0.52603 3.27007 1.30288
C14 -0.65559 3.01773 2.66833
C15 -1.33314 3.90427 3.48985
P1 0.45472 2.06042 0.34955
C16 0.10392 2.47207 -1.39483
C17 -1.20939 2.35667 -1.85940
C18 -1.49786 2.48855 -3.20784
C19 -0.47323 2.71057 -4.12069
C20 0.83457 2.82069 -3.67219
C21 1.12424 2.70955 -2.31627
C22 2.16294 2.61445 0.62660
C23 2.55206 3.89193 1.02402
C24 3.89909 4.14821 1.23292
C25 4.83104 3.13445 1.03094
C26 4.42330 1.87039 0.61853
C27 3.07227 1.55553 0.41949
H11 -2.44313 5.73824 3.58784
H12 -2.23155 6.19526 1.16798
H13 -1.00781 4.63322 -0.28766
H14 -0.21640 2.11760 3.08498
H15 -1.42380 3.69866 4.54868
H16 -2.00676 2.15725 -1.15088
H17 -2.52128 2.40457 -3.55130
H18 -0.69620 2.80171 -5.17568
H19 1.63290 3.01198 -4.37870
H20 2.14386 2.82514 -1.96440
H21 1.81761 4.67465 1.18116
H22 4.22321 5.13076 1.55297
H23 5.88326 3.33629 1.19860
H24 5.18315 1.10901 0.46037
C28 -2.46510 -2.38928 1.72810
As1 -2.21014 -0.67296 0.81357
C29 -3.06821 0.43797 2.18655
C30 -3.72312 -0.82405 -0.48548
C31 -5.08832 -0.87557 0.11257
C32 -5.80306 0.29517 0.36596
C33 -7.05354 0.25721 0.96258
C34 -7.61913 -0.95899 1.32090
C35 -6.92476 -2.13302 1.06772
C36 -5.67422 -2.08988 0.46783
H25 -3.49489 -2.52503 2.05970
H26 -1.80223 -2.41741 2.59366
H27 -2.18024 -3.20067 1.05694
H28 -4.02640 0.02622 2.50271
H29 -3.21518 1.45383 1.81781
H30 -2.39450 0.48787 3.04264
H31 -3.50061 -1.72862 -1.05330
H32 -3.62021 0.01810 -1.17233
H33 -5.36793 1.25005 0.09155
H34 -7.58931 1.17949 1.14844
H35 -8.59528 -0.99180 1.78679
H36 -7.36135 -3.08776 1.33251
H37 -5.14601 -3.01408 0.26302
I1 7.74685 -2.61264 -1.26070
C37 5.95790 -1.64289 -1.59754
C38 5.57537 -0.98269 -2.73557
N7 4.33348 -0.51535 -2.49572
N8 3.88802 -0.86986 -1.28621
C39 4.86900 -1.55056 -0.71823
H38 6.08596 -0.81218 -3.66670
H39 3.70680 -0.06795 -3.14340
H40 4.76138 -1.94269 0.27848

Calculated values
2S+1: 4
<S²>: 3.761
E_LUMO (alpha / beta): 0.265 / 0.245 eV

***

# 2
Here is a molecular structure, C39H40F6GeNO3SrTe from the OMol25 dataset. Energies are from ωB97M-V/def2-TZVPD.

Positions of all 92 atoms, in Å:
Sr1 0.89437 0.24229 0.71235
C1 3.35016 -0.08925 -2.72970
C2 3.51062 -1.60281 -2.68203
C3 2.29697 -2.29138 -3.30458
C4 3.96679 -2.07136 -1.29877
C5 5.33869 -2.26346 -1.14864
C6 5.90093 -2.66033 0.05123
C7 5.07207 -2.86635 1.13870
C8 3.69817 -2.68127 1.04188
C9 2.84907 -2.90917 2.28194
C10 2.92327 -4.35916 2.76740
C11 3.21908 -1.96340 3.42084
C12 3.11893 -2.27298 -0.18256
N1 1.73770 -1.99791 -0.22986
C13 0.90695 -3.04355 -0.39196
C14 1.22155 -4.39643 -0.63850
C15 0.24146 -5.37040 -0.80508
C16 -1.10984 -5.06886 -0.73968
C17 -1.46754 -3.73849 -0.49301
C18 -0.48485 -2.80763 -0.33493
F1 -0.86891 -1.50333 -0.05645
H1 3.09057 0.25468 -3.73485
H2 4.26753 0.41777 -2.42071
H3 2.54527 0.26974 -2.08335
H4 4.35890 -1.85141 -3.33062
H5 1.35613 -1.91952 -2.91114
H6 2.29907 -3.36974 -3.14275
H7 2.29288 -2.11672 -4.38537
H8 5.97152 -2.10330 -2.01595
H9 6.97061 -2.80828 0.13464
H10 5.48848 -3.17471 2.09106
H11 1.81106 -2.71697 2.00400
H12 3.94035 -4.61698 3.07815
H13 2.62105 -5.06459 1.99404
H14 2.26695 -4.50485 3.62900
H15 4.23305 -2.16871 3.77709
H16 2.53569 -2.09168 4.26355
H17 3.17856 -0.90778 3.14558
H18 2.26620 -4.67549 -0.70546
H19 0.56013 -6.38941 -0.99358
H20 -1.87136 -5.82531 -0.86570
H21 -2.49591 -3.40897 -0.41051
F2 -0.89290 3.58164 2.69749
Te1 0.08531 2.05156 3.05944
F3 0.16592 2.30473 4.92210
F4 -0.95554 1.49320 1.40416
F5 -1.51796 1.27167 3.65805
F6 1.51240 3.27078 3.24273
O1 1.07215 0.49484 3.00293
O2 0.73421 1.89943 -1.07279
C19 0.77418 2.77310 -0.20134
O3 1.31756 2.49240 0.99158
C20 0.18882 4.13553 -0.37034
C21 1.06628 5.27362 0.13697
Ge1 0.20157 7.00939 0.21905
C22 0.89615 7.95135 1.75979
C23 1.35185 7.24024 2.87352
C24 1.77441 7.90542 4.01858
C25 1.75074 9.28949 4.06991
C26 1.29309 10.01196 2.97709
C27 0.86670 9.34586 1.83610
C28 0.62768 7.95001 -1.41830
C29 -0.06968 7.67912 -2.59948
C30 0.29286 8.26708 -3.80324
C31 1.36598 9.14486 -3.85434
C32 2.07669 9.42091 -2.69644
C33 1.71168 8.82568 -1.49446
C34 -1.72945 6.92363 0.38324
C35 -2.57102 7.80711 -0.29424
C36 -3.95066 7.76057 -0.12564
C37 -4.51344 6.82755 0.73137
C38 -3.69341 5.95216 1.42730
C39 -2.31685 6.00484 1.25537
H22 -0.73754 4.11147 0.20899
H23 -0.08372 4.23606 -1.42285
H24 1.92890 5.42324 -0.51927
H25 1.46413 4.98752 1.10905
H26 1.37459 6.15754 2.87293
H27 2.11968 7.33122 4.86926
H28 2.08359 9.80373 4.96312
H29 1.26379 11.09406 3.01516
H30 0.50143 9.93075 0.99858
H31 -0.91209 6.99546 -2.59596
H32 -0.26598 8.03407 -4.70134
H33 1.65023 9.60588 -4.79189
H34 2.92250 10.09674 -2.72439
H35 2.29306 9.05218 -0.60787
H36 -2.16070 8.54834 -0.97044
H37 -4.58357 8.45444 -0.66513
H38 -5.58815 6.78310 0.85964
H39 -4.12175 5.22332 2.10402
H40 -1.71186 5.31810 1.82896

Calculated values
charge: -1
E_LUMO: 1.669 eV

***

# 3
Here is a molecular structure, C39H40F6OP2Sn from the OMol25 dataset. Energies are from ωB97M-V/def2-TZVPD.

Positions of all 89 atoms, in Å:
Sn1 -0.03485 -1.13602 0.94225
C1 -0.74751 0.46723 -3.49763
C2 0.19338 1.38130 -3.24057
C3 0.04988 2.84092 -3.56006
C4 -1.35484 3.46754 -3.35455
C5 -2.18820 2.92296 -2.21845
C6 -2.98524 1.85131 -2.26445
C7 -3.23274 1.00827 -3.47117
C8 -1.96323 0.72459 -4.32317
C9 0.03931 -0.99213 3.14954
H1 -0.64012 -0.57744 -3.23586
H2 1.22523 1.08654 -2.99512
H3 0.34524 3.01176 -4.61201
H4 0.77096 3.41944 -2.97074
H5 -1.19317 4.53932 -3.14378
H6 -1.90128 3.42835 -4.30706
H7 -2.24434 3.59409 -1.34882
H8 -3.69932 1.68537 -1.46708
H9 -3.98505 1.47548 -4.13601
H10 -3.66559 0.04641 -3.16195
H11 -2.16208 -0.16520 -4.95160
H12 -1.79931 1.57073 -5.00335
H13 -0.49145 -1.83353 3.63099
H14 -0.43418 -0.06606 3.47487
H15 1.11072 -0.98932 3.40421
P1 1.35897 0.30287 -0.65967
P2 -1.73732 1.07672 1.44397
C10 0.41572 1.79715 -0.38837
C11 -0.75777 2.03560 0.30535
C12 3.07517 0.78345 -0.79415
C13 3.50884 1.94546 -1.44996
C14 4.85926 2.29203 -1.41291
C15 5.77849 1.49436 -0.71969
C16 5.35116 0.29779 -0.13035
C17 4.01392 -0.07099 -0.18058
C18 1.17902 -1.20634 -1.76789
C19 0.06251 -2.08591 -1.62833
C20 0.04498 -3.32236 -2.26793
C21 1.06291 -3.67512 -3.15709
C22 2.12164 -2.78811 -3.36504
C23 2.18894 -1.57701 -2.67477
C24 -1.77916 2.02016 2.97508
C25 -0.60537 2.67485 3.41353
C26 -0.66130 3.55951 4.48260
C27 -1.88646 3.80499 5.12285
C28 -3.04858 3.14273 4.70475
C29 -3.00345 2.24345 3.64491
C30 -3.21079 0.01257 1.30178
C31 -3.23378 -1.26883 1.91128
C32 -4.30770 -2.12955 1.70532
C33 -5.35709 -1.74948 0.86709
C34 -5.34206 -0.48706 0.25686
C35 -4.32111 0.41951 0.54661
H16 0.93590 2.70108 -0.74865
H17 -1.10137 3.08298 0.30583
H18 2.80190 2.57434 -1.99345
H19 5.20589 3.19225 -1.92727
H20 6.82728 1.79814 -0.65160
H21 6.07745 -0.34572 0.36414
H22 3.66367 -1.00616 0.25455
H23 -0.85623 -1.80113 -1.06005
H24 -0.78781 -4.00609 -2.08698
H25 0.99537 -4.61291 -3.70776
H26 2.90632 -3.04409 -4.07446
H27 3.03802 -0.90752 -2.83348
H28 0.33718 2.50632 2.88446
H29 0.24175 4.07636 4.81281
H30 -1.93158 4.53350 5.93538
H31 -3.99764 3.34485 5.20364
H32 -3.90003 1.72668 3.30749
H33 -2.38879 -1.59839 2.52346
H34 -4.33271 -3.10581 2.19637
H35 -6.20196 -2.42525 0.70861
H36 -6.13403 -0.20676 -0.42949
H37 -4.36865 1.45016 0.19647
C36 1.58142 -4.01670 3.03649
C37 2.41530 -3.25609 2.03111
O1 1.81748 -2.30184 1.23712
C38 3.62775 -2.59823 2.81832
F1 4.07416 -3.32710 3.88195
F2 4.71136 -2.35826 2.02917
F3 3.23829 -1.39084 3.32225
C39 3.01960 -4.31847 1.03113
F4 3.86840 -5.18668 1.65401
F5 2.01033 -5.06361 0.49452
F6 3.68408 -3.77055 -0.01179
H38 1.18077 -3.33656 3.78522
H39 2.19798 -4.76459 3.54532
H40 0.76136 -4.54169 2.54150

Calculated values
charge: +2
E_LUMO (alpha / beta): -8.654 / -8.681 eV

***

# 4
Here is a molecular structure, C39H40InN3O6PS3Te2 from the OMol25 dataset. Energies are from ωB97M-V/def2-TZVPD.

Positions of all 95 atoms, in Å:
In1 -1.06996 -1.15301 0.59094
S1 -2.36845 -2.58933 2.37472
C1 -1.15455 -1.91492 3.41117
S2 0.28257 -1.13594 2.72584
C2 -1.27003 -1.86606 4.83357
C3 -0.13844 -1.91837 5.65378
N1 0.83490 -1.89573 6.24808
C4 -2.58686 -2.01062 5.41878
N2 -3.60329 -2.03154 5.97642
C5 -1.43282 3.80429 -4.08258
C6 -0.84623 2.83032 -3.10167
C7 -1.62530 2.51176 -2.02624
C8 -1.08396 1.80784 -0.93061
C9 -1.88709 1.78204 0.31246
O1 -2.14523 0.70908 0.90537
C10 -2.46199 3.07463 0.78138
C11 -1.81937 4.28226 0.57103
C12 -2.29251 5.48874 1.01095
C13 -3.62788 5.52148 1.54134
C14 -4.21574 4.25936 1.95376
C15 -3.56447 3.04449 1.61690
C16 0.17554 1.07563 -1.19294
O2 0.45113 0.05724 -0.41447
C17 1.05520 1.70776 -2.09853
C18 0.46525 2.41524 -3.15634
C19 2.50590 1.64007 -2.03057
N3 3.21988 1.31110 -1.04707
C20 3.00352 1.39781 0.38021
C21 4.33813 1.10235 1.00255
Te1 4.45854 -0.71793 2.23105
C22 4.40707 0.28241 4.08999
C23 3.68529 -0.24446 5.19530
C24 3.92467 0.22801 6.48482
C25 4.65448 1.36655 6.71670
C26 5.26417 2.03693 5.64874
C27 5.22960 1.42945 4.38635
C28 3.20744 1.56550 -3.40136
C29 3.18247 0.35422 -4.12309
C30 3.71204 0.18949 -5.38147
C31 4.50385 1.18321 -5.95465
C32 4.67125 2.34342 -5.21507
C33 4.00647 2.59562 -4.01286
H1 -2.40793 3.99416 -3.71006
H2 -1.51114 3.46051 -5.19007
H3 -0.76741 4.71245 -4.03207
H4 -2.66279 2.73554 -2.05841
H5 -0.80456 4.23661 0.04598
H6 -1.77804 6.41939 0.78217
H7 -4.12640 6.47044 1.72497
H8 -5.04031 4.26819 2.69756
H9 -3.95560 2.13781 2.05294
H10 1.11239 2.66649 -3.93271
H11 2.23050 0.71322 0.71120
H12 2.66821 2.42784 0.68367
H13 4.67789 1.84632 1.64932
H14 5.08126 1.06267 0.21799
H15 2.85062 -0.98647 5.08518
H16 3.60781 -0.27756 7.41766
H17 4.76201 1.87837 7.65739
H18 5.86813 2.85246 5.86597
H19 5.92479 1.74383 3.63057
H20 2.61945 -0.51309 -3.66431
H21 3.52759 -0.83183 -5.81417
H22 5.13415 1.00694 -6.81469
H23 5.36626 3.05980 -5.69724
H24 4.04001 3.56915 -3.55754
C34 -6.66347 -1.39230 -2.95694
C35 -5.28928 -1.24329 -2.34064
O3 -4.79959 -2.50191 -1.70626
P1 -3.19250 -2.68300 -1.65477
O4 -2.46997 -1.51859 -0.87976
Te2 -2.31162 -2.97230 -3.88937
O5 -3.07522 -4.01578 -0.72340
C36 -4.01212 -5.10220 -0.60084
C37 -3.37692 -6.22590 0.22022
H25 -7.00686 -0.41186 -3.33877
H26 -7.45631 -1.74454 -2.20200
H27 -6.70081 -2.09327 -3.83882
H28 -5.27659 -0.40881 -1.62979
H29 -4.45827 -0.96324 -3.03211
H30 -4.07124 -5.53513 -1.60610
H31 -5.00334 -4.75075 -0.20458
H32 -2.52566 -6.52787 -0.34907
H33 -4.05859 -7.09203 0.36427
H34 -3.03886 -5.83292 1.21624
C38 2.12241 -4.27052 -1.37328
S3 0.61463 -4.26524 -0.32610
C39 1.46671 -4.34617 1.40873
O6 0.20035 -2.71981 -0.48777
H35 2.87121 -3.70602 -0.87821
H36 1.81244 -3.85478 -2.34770
H37 2.39634 -5.34221 -1.55238
H38 2.04770 -5.29396 1.48293
H39 0.67248 -4.24311 2.07919
H40 2.12091 -3.51612 1.50306

Calculated values
charge: -1
E_LUMO: 1.221 eV